DFT (ωB97M-V/def2-TZVPD) results for the molecule C5H3I in a non-equilibrium geometry.

The HOMO-LUMO gap is 0.302 Eh. The HOMO energy comes out at -8.218 eV. The SMILES is CC1=C2C(I)=C12. As for the spin multiplicity: 1. The calculation puts the LUMO energy at 0.011 eV. The total energy comes out at -13327.8492 eV.

Each line ends with the natural charge from an NBO analysis.
Atoms and positions in Å:
C (-0.054, -0.020, -0.016)  -0.634
C (-1.226, -0.830, -0.330)  -0.201
C (-2.507, -0.824, -0.580)  0.123
C (-2.713, -2.503, -0.782)  -0.365
I (-4.305, -3.707, -1.148)  0.310
C (-1.478, -2.306, -0.523)  0.066
H (0.461, -0.417, 0.858)  0.231
H (-0.403, 0.990, 0.190)  0.241
H (0.646, 0.001, -0.852)  0.230

DFT (ωB97M-V/def2-TZVPD) results for the molecule HPS5 in a non-equilibrium geometry.

The HOMO-LUMO gap is 0.276 Eh. The HOMO energy comes out at -8.625 eV. The SMILES is P1SSSSS1. As for the spin multiplicity: 1. The calculation puts the LUMO energy at -1.120 eV. The total energy comes out at -63481.6085 eV.

Each line ends with the natural charge from an NBO analysis.
Atoms and positions in Å:
P (-1.505, -0.099, -0.803)  0.401
S (-0.324, 1.897, 0.301)  -0.206
S (1.547, 1.567, -0.340)  -0.001
S (2.193, -0.126, 0.709)  0.000
S (1.310, -1.638, -0.327)  0.014
S (-0.663, -1.645, 0.356)  -0.175
H (-2.558, 0.044, 0.105)  -0.033

Energy above the lowest of the compared OMol25 structures with the same formula, charge and spin across the listed records, respectively: 187.7; 52.0 kJ/mol.